# 1
Formula: C21H40Cl3IrN2O4Si
Source: the Open Molecules 2025 dataset
Level of theory: wB97M-V/def2-TZVPD

Geometry as XYZ:
```
72
Properties=species:S:1:pos:R:3:mulliken_spin:R:1
C -1.67 -2.18 -4.26 -0.005
C -1.06 -2.81 -3.07 0.007
H -1.44 -2.74 -5.17 0.001
H -1.33 -1.15 -4.39 0.000
H -2.77 -2.14 -4.15 -0.001
C -0.58 -4.07 -3.06 0.006
C -0.49 -4.94 -4.27 -0.001
H -0.31 -4.56 -2.13 0.002
H -0.47 -4.38 -5.21 0.000
H -1.33 -5.64 -4.32 0.001
H 0.43 -5.54 -4.22 0.000
Ir 0.05 0.77 -0.71 2.686
Cl -2.24 1.04 -0.72 0.265
Cl 0.91 2.82 -1.65 0.193
H 0.83 4.79 3.26 0.000
H -1.33 5.79 2.22 0.000
C 1.12 4.46 2.26 0.003
C -0.93 5.44 1.26 0.000
N -0.07 4.28 1.43 0.007
H 1.67 3.53 2.31 -0.001
C -0.41 3.13 0.88 0.017
O 0.27 2.07 1.01 0.112
H -1.77 5.16 0.61 0.001
H -1.33 3.13 0.26 -0.003
H 1.76 5.25 1.83 0.000
H -0.39 6.28 0.80 0.001
H 1.70 -1.29 -3.48 0.005
H 2.47 -3.75 -1.98 0.002
C 2.58 -0.93 -2.95 -0.020
C 3.27 -3.01 -1.80 -0.004
N 2.76 -1.65 -1.70 0.026
H 2.48 0.13 -2.74 0.012
C 2.51 -1.07 -0.52 0.074
O 2.09 0.13 -0.39 0.045
H 3.80 -3.28 -0.88 0.001
H 2.70 -1.71 0.39 0.005
H 3.46 -1.12 -3.56 -0.001
H 3.97 -3.04 -2.65 0.001
O -0.03 -1.07 -1.84 0.248
C -1.08 -1.97 -1.79 0.032
C 0.25 -3.23 -0.05 -0.006
C -1.00 -2.86 -0.52 0.007
H 1.12 -2.79 -0.55 0.001
C 0.37 -4.18 0.96 -0.002
H -2.02 -1.39 -1.74 -0.001
C -2.16 -3.37 0.05 0.003
H 1.36 -4.43 1.34 0.000
C -0.80 -4.76 1.49 0.000
C -2.05 -4.37 1.01 -0.001
H -3.11 -3.00 -0.34 0.000
H -0.71 -5.53 2.25 0.000
H -2.95 -4.80 1.43 0.000
Si -0.29 3.10 -3.62 0.011
Cl -0.53 0.96 -3.38 0.113
C 1.42 3.71 -4.29 0.008
C -1.72 3.92 -2.71 0.005
C -0.95 3.71 -5.40 0.007
H 2.19 2.95 -4.11 -0.001
H 1.69 4.65 -3.78 0.003
H 1.45 3.92 -5.36 0.001
H -0.29 3.42 -6.23 0.000
H -0.97 4.83 -5.43 0.000
H -1.95 3.36 -5.67 -0.001
H -2.03 3.35 -1.82 0.002
H -2.59 3.96 -3.37 -0.001
H -1.51 4.96 -2.41 0.000
C 0.47 -0.58 2.15 0.014
O -0.31 -0.52 0.95 0.113
H 1.49 -0.31 1.88 0.001
H 0.46 -1.62 2.51 0.004
H 0.04 0.12 2.88 0.002
H -1.28 -0.51 1.13 0.001
```

Properties
- Energy: -81877.548 eV
- Strongest force on any atom: 0.068 Eh/bohr
- <S²>: 6.010
- Net charge: 0
- Energy above the lowest of the compared OMol25 structures with the same formula, charge and spin: 1.705 eV
- 2S+1: 5
- HOMO energy (spin up / spin down): -6.79 / -7.85 eV
- Lowest unoccupied orbital energy (spin up / spin down): 0.27 / -1.09 eV
- HOMO-LUMO gap (spin up / spin down): 0.260 / 0.249 Ha

***

# 2
Formula: C21H40Cl3N4O4PtSi
Source: the Open Molecules 2025 dataset
Level of theory: wB97M-V/def2-TZVPD

Geometry as XYZ:
```
74
Properties=species:S:1:pos:R:3:mulliken_spin:R:1
C -1.87 -2.50 -3.58 0.029
C -1.04 -3.05 -2.42 0.095
H -2.03 -3.25 -4.37 0.000
H -1.40 -1.62 -4.06 0.004
H -2.86 -2.21 -3.18 -0.003
C -0.81 -4.42 -2.34 0.655
C -0.50 -5.24 -3.53 -0.040
H -0.81 -4.91 -1.36 0.067
H 0.15 -4.67 -4.21 0.015
H -1.37 -5.58 -4.10 0.050
H 0.07 -6.14 -3.25 0.015
Pt -0.47 2.08 0.78 0.663
Cl -2.66 1.35 1.24 0.092
Cl 1.22 3.52 0.05 0.092
H 1.26 5.15 4.68 0.000
H -1.18 6.38 3.89 0.001
C 1.33 4.86 3.63 0.004
C -0.73 6.12 2.92 0.000
N 0.01 4.86 3.01 -0.009
H 1.75 3.86 3.52 -0.002
C -0.59 3.73 2.67 0.001
O -0.06 2.59 2.86 0.062
H -1.52 5.97 2.17 -0.001
H -1.59 3.84 2.22 -0.008
H 1.96 5.60 3.13 0.000
H -0.06 6.93 2.63 0.000
H 1.88 -0.55 -2.65 0.007
H 2.61 -3.25 -1.20 0.002
C 2.84 -0.49 -2.13 -0.006
C 3.32 -2.53 -0.79 0.001
N 2.78 -1.18 -0.85 0.000
H 3.11 0.55 -1.98 -0.001
C 2.51 -0.47 0.30 -0.003
O 2.48 0.74 0.37 0.004
H 3.54 -2.79 0.26 0.000
H 2.31 -1.14 1.18 -0.001
H 3.60 -1.00 -2.73 0.000
H 4.24 -2.58 -1.39 0.000
O 0.05 -2.04 -2.01 0.167
C -1.05 -2.21 -1.10 -0.010
C 0.30 -3.23 0.77 0.001
C -0.92 -2.77 0.27 -0.026
H 1.21 -2.99 0.22 -0.024
C 0.35 -3.93 1.97 -0.005
H -1.68 -1.32 -1.22 -0.011
C -2.05 -2.81 1.13 0.019
H 1.30 -4.34 2.30 0.000
C -0.81 -4.13 2.73 0.007
C -2.01 -3.57 2.29 -0.004
H -2.95 -2.23 0.89 0.001
H -0.76 -4.73 3.63 0.001
H -2.91 -3.74 2.87 0.000
Si -0.26 2.51 -2.21 -0.016
Cl -0.42 0.64 -0.92 0.102
C 1.48 2.66 -2.86 0.005
C -1.48 3.66 -1.32 0.006
C -1.14 2.62 -3.89 -0.001
H 2.31 2.51 -2.14 -0.001
H 1.60 3.67 -3.30 -0.001
H 1.59 1.92 -3.68 0.002
H -0.68 1.96 -4.64 0.001
H -1.04 3.66 -4.24 0.000
H -2.21 2.39 -3.83 0.000
H -1.67 3.56 -0.23 0.004
H -2.46 3.51 -1.79 -0.001
H -1.17 4.71 -1.49 -0.001
N 0.41 -1.09 4.31 0.000
C -0.27 -0.40 3.35 -0.007
N -1.47 0.08 3.79 0.001
O 0.20 -0.20 2.20 0.003
H -0.05 -1.37 5.16 0.000
H 1.26 -1.55 4.03 0.000
H -2.05 0.55 3.09 0.003
H -1.97 -0.49 4.46 0.000
```

Properties
- Energy: -85268.182 eV
- Strongest force on any atom: 0.077 Eh/bohr
- <S²>: 2.012
- Net charge: -1
- Energy above the lowest of the compared OMol25 structures with the same formula, charge and spin: 3.465 eV
- 2S+1: 3
- HOMO energy (spin up / spin down): -1.72 / -3.05 eV
- Lowest unoccupied orbital energy (spin up / spin down): 2.64 / 2.13 eV
- HOMO-LUMO gap (spin up / spin down): 0.160 / 0.190 Ha

***

# 3
Formula: C21H40ClN7ORu
Source: the Open Molecules 2025 dataset
Level of theory: wB97M-V/def2-TZVPD

Geometry as XYZ:
```
71
Properties=species:S:1:pos:R:3:mulliken_spin:R:1
Ru -0.18 -0.66 0.51 3.974
C -1.52 -4.10 0.48 0.017
C 0.01 -4.16 0.47 -0.002
N 0.64 -2.97 1.07 0.168
C 0.85 -3.12 2.53 -0.006
C 0.84 -1.77 3.21 0.003
N -0.42 -1.07 2.88 0.226
C -0.73 0.09 3.74 -0.023
C -0.83 1.38 2.94 0.106
C -2.13 1.49 2.15 -0.030
N -2.04 0.80 0.84 0.217
C -3.29 0.17 0.37 0.000
C -3.20 -1.34 0.44 0.010
N -2.09 -1.80 -0.42 0.175
C -2.09 -3.26 -0.67 0.007
H -1.88 -5.12 0.36 0.000
H -1.89 -3.74 1.44 -0.003
H 0.33 -5.05 1.01 0.008
H 0.35 -4.26 -0.56 0.000
H 1.56 -2.84 0.65 -0.008
H 0.05 -3.74 2.94 -0.001
H 1.79 -3.62 2.74 0.006
H 0.93 -1.91 4.29 0.010
H 1.68 -1.16 2.88 0.003
H -1.17 -1.75 2.94 -0.016
H -1.67 -0.08 4.28 0.002
H 0.06 0.20 4.49 -0.001
H -0.78 2.22 3.64 0.003
H 0.03 1.45 2.26 -0.020
H -2.95 1.06 2.72 -0.003
H -2.35 2.55 1.98 0.000
H -1.69 1.47 0.15 -0.021
H -4.14 0.50 0.96 0.001
H -3.48 0.46 -0.67 0.001
H -3.02 -1.67 1.47 -0.009
H -4.15 -1.77 0.11 0.011
H -2.20 -1.35 -1.33 -0.006
H -3.11 -3.59 -0.86 0.009
H -1.50 -3.45 -1.57 -0.005
Cl 4.46 -2.65 -2.55 0.003
C 3.82 -1.55 -1.42 0.005
C 4.65 -0.76 -0.61 0.003
C 4.08 0.09 0.32 0.007
C 2.70 0.15 0.42 0.042
N 1.91 -0.60 -0.36 0.047
C 2.45 -1.43 -1.26 0.014
H 5.73 -0.83 -0.71 0.000
H 4.70 0.71 0.96 0.001
H 2.21 0.82 1.12 -0.016
H 1.77 -2.02 -1.87 -0.002
C -0.30 0.53 -3.09 -0.005
N -0.02 1.93 -2.83 -0.002
C -0.06 2.81 -4.01 0.001
C -0.27 4.24 -3.58 0.000
C 0.79 4.58 -2.55 0.001
N 0.76 3.63 -1.45 0.003
C 1.30 4.08 -0.18 0.000
C 0.31 2.36 -1.59 0.015
O 0.20 1.61 -0.57 0.065
H -1.32 0.41 -3.46 0.001
H -0.17 -0.04 -2.18 0.013
H 0.38 0.16 -3.85 0.000
H -0.87 2.47 -4.65 0.000
H 0.88 2.71 -4.57 0.000
H -1.27 4.37 -3.15 0.000
H -0.19 4.90 -4.44 0.000
H 0.62 5.58 -2.14 0.000
H 1.77 4.59 -3.03 0.000
H 0.76 4.97 0.16 0.000
H 2.35 4.36 -0.29 0.000
H 1.21 3.30 0.56 0.001
```

Properties
- Energy: -49982.680 eV
- Strongest force on any atom: 0.027 Eh/bohr
- <S²>: 8.758
- Net charge: +3
- 2S+1: 6
- HOMO energy (spin up / spin down): -16.74 / -16.73 eV
- Lowest unoccupied orbital energy (spin up / spin down): -8.31 / -11.61 eV
- HOMO-LUMO gap (spin up / spin down): 0.310 / 0.188 Ha

***

Question: Which value of <S²> does entry 2 give?
Answer: 2.012